The following is a DFT calculation (ωB97M-V with the def2-TZVPD basis set) of a molecular structure, C30H65F6N2O20P4S2Ti in a non-equilibrium geometry.

Last column: Mulliken spin population.
Cartesian coordinates (Å):
S: 2.29818 -4.20358 0.07488  0.045
F: 1.92946 -3.27265 -2.39459  0.028
H: 5.93990 -0.08110 -2.53598  0.000
C: -0.69489 -2.39531 -4.93581  0.025
C: -1.04340 -3.38535 -6.05248  0.003
O: -1.14646 1.20085 7.26426  0.000
O: -0.57533 1.67912 4.75515  0.000
C: 0.64032 1.91558 2.74313  -0.023
N: 0.82470 -3.24294 0.22871  0.151
C: 2.41913 3.12541 -0.55127  -0.029
H: 5.57408 -1.58853 -5.01077  0.000
O: 1.00594 -0.68621 -3.07021  -0.035
H: -3.23968 3.66844 -0.42403  0.001
H: 1.17726 2.86092 2.82142  -0.001
H: -2.45975 3.55033 1.08634  0.001
H: 0.45454 1.72933 1.68535  0.034
O: -1.54319 2.45646 -0.36007  0.027
H: -6.15760 0.51413 1.84982  0.000
O: 2.32816 -0.16937 0.14704  0.141
H: 1.71947 3.62355 -1.22242  0.003
N: -1.39028 -3.95468 -1.47505  0.010
C: 4.33549 1.44014 2.70544  -0.001
O: 4.72929 -0.40453 1.17469  0.000
C: -2.54750 -3.24291 -1.38253  0.030
H: -1.66551 -0.85202 6.96858  0.000
C: -1.54301 4.90994 -0.29368  -0.001
S: 0.42365 -3.63967 1.66596  0.042
O: 0.26739 -1.52567 -5.49821  0.012
C: -2.78137 0.00352 8.51644  0.000
C: -0.54304 -2.02985 2.09553  0.083
H: -3.61857 -1.39118 -2.72570  0.001
C: -0.72584 1.90940 3.39354  0.009
F: -0.97823 -2.01633 3.34458  -0.001
O: 4.21891 1.56734 -0.52811  0.005
C: -0.33107 3.31504 -4.53274  0.003
C: 2.33110 -4.39986 -1.84614  0.028
H: -4.60047 -3.60147 -2.25359  0.000
H: -3.62402 2.94386 7.61205  0.000
H: -0.47418 4.80320 -0.10845  0.000
C: -3.03471 -5.09092 -2.58345  0.002
P: -2.19678 0.92909 -0.33694  0.046
C: 4.81013 -0.93946 -5.43878  0.001
C: -2.24864 3.56173 0.01705  -0.001
H: 5.14022 0.09386 -5.33200  0.000
H: 1.79450 2.51301 0.09904  0.030
P: 3.79678 0.05144 -0.10438  0.020
H: 4.00864 2.90244 -2.01917  0.000
H: 3.73287 2.07104 2.05206  0.002
C: -3.13185 5.03625 7.48087  0.000
O: -2.93817 0.80756 5.36285  0.000
H: -3.95605 -0.48604 -4.27366  0.000
H: 1.48354 2.32994 -3.93352  0.001
H: -4.94245 -0.34032 -2.79385  0.000
O: 4.39318 -0.88586 -1.34369  0.023
C: -1.67882 -5.09943 -2.19948  0.005
O: -3.42646 1.07121 -1.45757  -0.001
H: -2.55935 0.66928 9.35045  0.000
C: 6.11108 -2.15390 -2.39080  -0.001
H: 5.28096 -2.69913 -2.83993  0.000
O: -2.12288 3.21252 6.18447  0.000
O: -1.24849 -0.15890 -0.60617  0.024
O: 2.28874 -5.57435 0.55963  0.007
H: 2.91721 3.87492 0.06376  0.000
H: -4.05794 5.40142 7.92482  0.000
H: -3.54541 -5.79829 -3.22002  0.001
O: 1.47750 -3.74019 2.69491  0.005
H: -1.88205 5.71979 0.35230  0.000
H: -0.12185 -3.68273 -6.55289  0.000
H: -0.74317 -0.58261 8.41620  0.000
H: 0.10227 1.77706 -2.94601  0.105
C: 3.39533 -1.24442 -4.81067  -0.002
H: 6.89734 -2.03994 -3.13707  0.000
H: 2.87463 1.66349 -2.04354  0.031
H: 4.79919 -1.07775 -6.51992  0.000
P: 0.93139 -0.39458 -4.53296  -0.013
H: -3.19744 -0.87089 9.01684  0.000
H: 6.48331 -0.50579 -1.03445  0.000
C: 4.19526 -0.04057 2.45214  0.002
H: -3.90343 -0.18085 2.43819  0.000
H: -5.15178 1.98272 2.01063  0.000
H: -3.54433 0.49034 7.90899  0.000
H: 5.37624 1.74326 2.59120  0.000
P: -1.80585 1.63436 5.81847  0.000
H: -5.41699 1.57279 0.47353  0.000
O: 3.48048 -3.43671 0.40977  0.007
H: -3.27398 1.50660 -3.56617  0.000
H: -1.34836 1.11065 2.99035  -0.003
O: 2.46203 -0.22884 -5.16252  0.000
O: -2.92584 0.97503 1.09468  0.010
C: -4.04037 0.16722 1.41437  0.004
H: -1.36748 3.02020 -4.69715  -0.001
H: -1.70667 5.32930 -1.28638  0.000
O: 0.24363 1.03835 -4.87008  0.014
C: -5.31703 1.07127 1.43613  0.001
H: -1.58043 -1.87440 -4.57168  -0.008
C: -3.31191 3.63417 6.82837  0.000
F: 3.59813 -4.57838 -2.23036  0.000
O: -0.57253 -4.69929 1.68373  0.005
F: -1.62975 -2.23087 1.29844  0.016
H: 0.03638 3.74484 -5.46459  0.000
H: -1.63794 -2.78374 -6.74002  0.000
H: -0.42122 4.17243 -3.86577  0.000
H: 1.29779 1.13864 3.13327  0.000
H: 3.03815 -2.19946 -5.19595  0.000
F: 1.57786 -5.45070 -2.17842  0.002
H: 3.99259 1.60507 3.72687  0.000
C: -3.55782 -3.86411 -2.15209  0.006
H: 4.64425 -0.61026 3.26575  0.000
C: -1.46200 -0.11375 7.74423  0.000
H: -4.15979 3.68243 6.14508  0.000
H: -2.43541 4.99434 8.31832  0.000
H: -2.11978 0.48583 -2.84653  0.004
Ti: 0.55509 -1.32029 -0.98602  2.199
C: -3.93111 -0.45312 -3.18444  -0.007
H: -0.30167 -3.08480 -4.18876  0.021
H: -0.85369 -5.75950 -2.42280  0.000
H: 3.18263 -0.43796 2.52116  -0.003
H: -0.57475 -3.70837 -0.93251  -0.041
H: -1.20970 2.86686 3.20052  0.000
H: -2.59598 -2.36288 -0.75835  0.019
H: -2.80403 5.70939 6.68871  0.000
C: 0.42321 2.07756 -3.94340  -0.081
H: 6.45182 -2.84836 -1.62287  0.000
F: 0.08415 -0.94192 1.67829  -0.026
H: -4.05382 -0.77706 0.87007  -0.004
H: 3.48347 -1.25518 -3.72429  0.010
C: -3.17696 0.74557 -2.79189  0.004
C: 3.39621 2.31092 -1.33863  -0.030
H: -1.67777 -4.20525 -5.71567  0.000
C: 5.73142 -0.81720 -1.75958  0.003

Values from the calculation:
E = -174346.0382 eV
Spin multiplicity = 4


The following is a DFT calculation (ωB97M-V with the def2-TZVPD basis set) of a molecular structure, C30H66As4N6O3Si3Tc in a non-equilibrium geometry.

Last column: Mulliken spin population.
Cartesian coordinates (Å):
N: 3.06887 -1.23781 3.45601  0.020
H: 1.52367 6.24929 -5.25689  0.000
C: -1.55983 1.56039 -3.06919  0.005
H: 4.15877 3.81509 3.21671  0.001
H: 1.82347 5.32129 -3.78359  0.000
H: 1.17897 -3.52721 -2.75969  0.001
H: 1.79897 1.87059 -2.73079  -0.002
C: -0.60643 3.92679 -2.92379  0.002
C: -1.83673 3.25769 1.75271  -0.004
H: -1.33143 3.18019 2.71521  0.000
Si: 1.46077 -3.96171 -0.30459  0.028
C: 0.39187 -2.56391 4.04111  0.022
H: -2.11453 -5.90611 0.25981  0.001
C: -0.19323 -5.39531 2.74411  0.000
C: 0.08787 4.68849 0.23191  -0.006
H: -2.33983 -0.92161 2.94651  0.005
H: -2.50743 1.02619 -2.92649  -0.002
H: -0.13693 -1.99511 -3.63239  0.003
H: -0.25543 1.04359 2.35681  -0.022
H: -3.84633 -2.77521 -2.60239  0.001
H: -1.36803 1.58259 -4.15039  0.001
H: -4.42333 -3.96071 1.39801  0.000
C: 2.29957 3.11089 2.24371  -0.003
H: 1.42707 0.93769 -4.17829  -0.001
H: -2.93873 3.38329 -4.39089  0.000
H: -0.05733 -0.63091 -4.74109  0.000
H: 1.26097 -2.12341 3.55191  -0.007
C: 1.06797 5.87129 -4.34559  0.000
C: 0.59827 3.31669 -5.74209  0.000
As: -0.22323 0.26629 -2.37109  0.014
H: -2.83353 2.29219 -0.86119  -0.007
C: 1.29867 -5.84981 -0.57379  -0.001
H: 4.38767 1.38199 5.26801  0.000
H: 0.93347 4.84349 -0.43569  -0.001
H: 2.22217 3.62389 1.30781  0.001
As: -0.63253 2.85049 0.25651  0.051
C: -4.33503 -3.29111 0.54881  0.006
H: 2.83007 -3.21421 -2.28639  0.001
H: -3.15013 4.59289 -3.11909  0.000
C: -0.54203 -1.00881 -3.84039  0.005
C: 3.26927 3.22459 3.19371  0.001
H: -0.14543 -1.78651 4.58001  -0.002
Si: -0.73453 -3.56681 2.86611  0.035
N: 2.90587 2.39549 4.20751  0.000
H: -2.15493 4.29149 1.62871  -0.002
H: 0.39747 4.93869 1.24431  0.001
H: -2.71393 -1.58371 -1.97179  0.000
As: -0.43983 4.69249 -4.78229  0.000
H: -2.61423 -3.27881 4.52031  0.002
H: 2.95517 1.85969 6.20651  0.000
H: -0.11653 -0.49331 2.88551  0.013
H: -4.43293 -2.26541 0.89441  -0.001
N: -0.63723 0.09069 2.23241  -0.008
C: -3.02873 3.52599 -3.31079  0.001
H: -5.19593 -3.48251 -0.08779  0.000
C: -2.55823 -3.53351 3.46461  0.007
H: 1.51887 3.09209 -5.20639  0.000
Si: -2.75553 -3.57471 -0.47929  0.022
C: 3.64117 2.16619 5.41831  0.000
N: 6.04197 1.26599 1.26171  0.020
C: 1.75207 1.81899 3.84311  0.003
H: -0.71713 4.83509 -2.32449  0.000
H: 3.67177 2.05319 -0.20879  -0.001
H: -0.55393 -5.93881 3.61361  0.000
H: -2.37613 0.82599 3.23211  -0.002
H: -0.61173 -5.86871 1.86021  0.000
H: 2.02367 1.90529 -0.66149  0.000
H: 1.24747 1.10719 4.46591  -0.001
H: 0.02257 2.40719 -5.90029  0.000
O: 1.64857 -0.25661 0.53701  0.068
H: 3.74557 -4.05631 0.72921  0.001
H: 0.88497 -5.51311 2.71661  0.000
C: 3.76727 0.13109 1.43751  0.048
H: 2.53397 -3.96351 1.98671  -0.002
C: -1.77643 3.00109 -2.58659  -0.020
N: 1.34577 2.22309 2.65401  -0.004
H: -2.54353 4.01919 -0.86049  0.000
H: -2.73093 2.64009 1.75301  -0.001
H: 1.05037 -6.39291 0.33061  0.000
H: 2.96757 -2.53061 1.08181  -0.001
C: -2.08053 3.05479 -1.08439  0.022
H: -0.71093 5.37319 -0.04799  0.000
C: -2.38043 -5.43821 -0.68359  -0.002
C: 2.71537 0.44119 0.55551  -0.038
C: -2.90733 0.21479 1.22681  0.005
H: 2.28817 0.18349 -2.83329  -0.002
H: -1.56863 -5.60641 -1.38419  0.000
H: 0.73667 6.72329 -3.75609  0.000
H: 0.57577 -6.11811 -1.33619  0.000
C: 3.45527 -0.66201 2.53631  -0.006
C: -2.06893 0.05109 2.52701  0.013
H: -3.18633 -2.83331 2.92391  -0.001
H: 0.35507 3.46949 -2.65969  -0.001
O: -4.09073 0.43669 1.28381  0.026
C: -2.87453 -2.64931 -2.13549  0.005
C: 1.79677 -3.09861 -1.97549  0.012
H: -3.00623 -4.51881 3.36341  0.000
H: 2.26217 -6.22481 -0.90909  0.000
Tc: -0.29203 -0.22101 0.14591  2.680
O: -2.23423 0.04199 0.13891  0.034
H: -2.12873 -3.00721 -2.83689  0.000
H: 0.79507 -3.22631 4.80451  0.004
C: 5.01877 0.75129 1.35151  -0.009
H: -3.24973 -5.96251 -1.06699  0.000
C: 1.50067 0.89119 -3.09229  0.006
N: 2.86777 1.45969 -0.33489  0.004
H: 1.57857 -2.03061 -1.89459  0.009
H: 4.14807 3.08319 5.71601  0.000
H: -3.92303 3.01159 -2.96659  0.000
H: 0.86187 3.71609 -6.71899  0.000
As: -0.58543 -2.66701 0.45141  -0.047
C: 2.79797 -3.59841 0.99891  0.000
H: -1.60683 -1.09591 -4.04199  0.001

Values from the calculation:
E = -316439.0534 eV
Net charge = +2
Spin multiplicity = 4